[1]
C24H11ClF5N3O8PtS | ωB97M-V/def2-TZVPD

Spin multiplicity: 5
Molecular weight, g mol⁻¹: 826.953
Highest occupied orbital energy (alpha / beta), eV: -14.4 / -14.6
LUMO (alpha / beta), Ha: -0.263 / -0.377
Electronic energy, Ha: -3163.595037
Total charge: +2
Gap between HOMO and LUMO (alpha / beta), eV: 7.247 / 4.382
Energy above the lowest of the compared OMol25 structures with the same formula, charge and spin, kcal per mole: 0.0

Last column: Mulliken spin population.
Element x y z (Å)
Pt -0.13 -0.31 0.04  0.00
O 0.97 -1.37 4.13  0.00
C 0.41 -1.33 2.95  0.00
O -0.60 -0.74 2.65  0.00
C 1.09 -2.21 1.93  0.00
C 1.79 -3.36 2.30  0.00
C 2.14 -4.27 1.31  0.00
C 1.73 -4.05 0.00  0.00
C 1.04 -2.87 -0.30  0.00
N 0.79 -1.95 0.66  0.00
C 0.34 -2.55 -1.57  0.00
O 0.50 -3.22 -2.67  0.00
O -0.49 -1.63 -1.55  0.00
H 0.51 -0.82 4.79  0.00
H 2.03 -3.53 3.34  0.00
H 2.68 -5.17 1.57  0.00
H 1.93 -4.79 -0.76  0.00
H 1.16 -3.93 -2.68  0.00
O -0.88 5.12 1.76  0.00
C -1.86 4.77 0.99  0.00
O -2.85 5.42 0.78  0.00
C -1.75 3.43 0.28  0.00
C -2.67 2.99 -0.68  0.01
Cl -4.07 3.77 -1.20  0.01
N -2.27 1.76 -1.09  0.02
N -1.16 1.39 -0.43  -0.01
C -0.83 2.39 0.40  0.02
C 0.36 2.18 1.29  0.00
O 0.80 3.08 1.97  0.00
O 0.80 0.97 1.26  0.00
C -2.85 0.99 -2.13  0.09
C -3.10 -0.36 -1.96  -0.01
C -3.65 -1.08 -3.01  0.11
C -3.97 -0.45 -4.21  0.04
C -3.73 0.90 -4.37  0.01
C -3.16 1.63 -3.34  0.11
H -0.13 4.48 1.90  0.00
H -2.88 -0.85 -1.02  0.00
H -3.86 -2.13 -2.89  0.00
H -4.41 -1.02 -5.02  0.00
H -4.00 1.40 -5.29  0.00
H -2.97 2.69 -3.45  -0.01
F 0.60 4.19 -7.57  0.07
C 1.75 4.08 -6.95  0.91
C 2.36 2.83 -6.44  0.09
F 3.61 2.49 -6.76  0.03
C 1.44 1.76 -6.01  0.43
F 1.50 0.53 -6.48  0.06
C 0.61 2.17 -4.95  0.18
S -0.49 1.14 -4.14  1.25
C 0.91 3.50 -4.62  0.44
F 0.41 4.13 -3.58  0.06
C 1.98 4.05 -5.47  0.07
F 2.87 4.87 -4.92  0.02

***

[2]
C32H38BrN4O6S2SbV | ωB97M-V/def2-TZVPD

Spin multiplicity: 2
Molecular weight, g mol⁻¹: 891.420
Highest occupied orbital energy (alpha / beta), eV: -8.3 / -8.4
LUMO (alpha / beta), Ha: -0.043 / -0.025
Electronic energy, Ha: -6467.353336
Gap between HOMO and LUMO (alpha / beta), eV: 7.161 / 7.689
Energy above the lowest of the compared OMol25 structures with the same formula, charge and spin, kcal per mole: 0.7

Last column: Mulliken spin population.
Element x y z (Å)
V -0.48 -0.70 0.68  1.05
C 0.64 2.44 0.67  -0.01
C 0.00 2.07 1.98  0.01
C -0.36 3.11 2.83  0.00
C -0.89 2.83 4.07  0.00
C -0.96 1.50 4.45  0.00
C -0.58 0.48 3.58  0.02
N -0.18 0.78 2.32  -0.01
Sb -0.42 -1.33 4.84  0.00
C 1.65 -1.65 4.40  0.00
C 2.24 -2.82 3.94  0.00
C 3.60 -2.82 3.71  0.00
C 4.32 -1.66 3.94  0.00
C 3.65 -0.52 4.40  0.00
C 4.38 0.77 4.63  0.00
N 2.34 -0.53 4.63  0.00
C -1.27 -3.13 4.01  0.00
C -0.80 -4.29 4.62  0.00
C -1.34 -5.51 4.24  0.00
C -2.32 -5.53 3.26  0.00
C -2.75 -4.33 2.70  0.00
C -3.76 -4.28 1.60  0.00
N -2.24 -3.16 3.11  0.01
H 1.19 3.37 0.80  0.00
H -0.12 2.61 -0.10  0.00
H 1.32 1.68 0.33  0.00
H -0.20 4.13 2.51  0.00
H -1.21 3.62 4.74  0.00
H -1.30 1.24 5.45  0.00
H 1.64 -3.69 3.72  0.00
H 4.09 -3.71 3.34  0.00
H 5.39 -1.62 3.76  0.00
H 4.49 1.32 3.69  0.00
H 3.81 1.40 5.32  0.00
H 5.38 0.60 5.03  0.00
H -0.03 -4.24 5.38  0.00
H -0.99 -6.43 4.69  0.00
H -2.74 -6.47 2.92  0.00
H -4.18 -5.27 1.41  0.00
H -3.28 -3.93 0.69  0.00
H -4.56 -3.59 1.84  0.00
O 0.04 -4.16 1.54  0.00
S 0.60 -3.08 0.81  0.00
O 1.89 -3.28 0.23  0.00
O -0.41 -2.47 -0.18  0.01
O 0.63 -1.77 1.71  -0.04
C 0.94 1.45 -6.82  0.00
C 1.70 2.12 -5.66  0.00
C 1.52 3.64 -5.73  0.00
C 3.19 1.80 -5.80  0.00
C 1.13 1.61 -4.33  -0.01
C 1.90 0.93 -3.40  0.00
C 1.32 0.49 -2.23  -0.01
Br 2.36 -0.47 -0.98  0.00
C -0.03 0.70 -1.94  0.00
O -0.52 0.26 -0.77  -0.05
C -0.83 1.40 -2.86  -0.01
C -0.21 1.82 -4.03  0.00
C -2.32 1.74 -2.70  0.00
C -2.95 1.35 -1.36  0.00
C -2.51 3.26 -2.86  0.00
C -3.10 1.01 -3.80  0.00
H 1.34 1.81 -7.77  0.00
H -0.12 1.69 -6.79  0.00
H 1.05 0.37 -6.78  0.00
H 1.92 4.02 -6.68  0.00
H 2.05 4.13 -4.92  0.00
H 0.47 3.93 -5.68  0.00
H 3.54 2.18 -6.76  0.00
H 3.37 0.72 -5.79  0.00
H 3.78 2.27 -5.02  0.00
H 2.95 0.73 -3.57  0.00
H -0.81 2.35 -4.75  0.00
H -2.47 1.85 -0.51  0.00
H -2.93 0.28 -1.17  0.00
H -4.00 1.67 -1.37  0.00
H -1.95 3.80 -2.09  0.00
H -3.56 3.51 -2.75  0.00
H -2.17 3.62 -3.83  0.00
H -2.99 -0.07 -3.70  0.00
H -2.76 1.30 -4.80  0.00
H -4.16 1.25 -3.72  0.00
O -4.60 -0.94 2.01  0.04
S -3.19 -0.82 2.32  0.05
N -2.27 -0.73 1.14  -0.05

***

[3]
C4H8O3Ru | ωB97M-V/def2-TZVPD

Spin multiplicity: 6
Molecular weight, g mol⁻¹: 205.175
Highest occupied orbital energy (alpha / beta), eV: -23.7 / -23.6
LUMO (alpha / beta), Ha: -0.672 / -0.656
Electronic energy, Ha: -476.050392
Total charge: +3
Gap between HOMO and LUMO (alpha / beta), eV: 5.375 / 5.766
Energy above the lowest of the compared OMol25 structures with the same formula, charge and spin, kcal per mole: 109.9

Last column: Mulliken spin population.
Element x y z (Å)
C -1.02 -2.06 2.90  0.01
C -1.14 -1.27 1.63  0.04
O -0.30 -0.09 1.75  0.50
H -1.71 -2.91 2.84  0.00
H 0.00 -2.43 3.04  0.00
H -1.31 -1.45 3.77  0.00
H -2.16 -0.88 1.47  0.06
H -0.81 -1.81 0.73  0.01
Ru 0.76 2.28 0.66  3.03
O -0.04 0.43 0.58  0.28
O 1.20 0.99 -0.67  0.28
C 2.16 0.19 -1.05  0.32
C 2.36 -1.00 -0.41  0.36
H 2.71 -1.86 -0.97  0.03
H 2.64 0.43 -2.01  0.03
H 2.25 -1.11 0.67  0.05

***

[4]
C6H8F2 | ωB97M-V/def2-TZVPD

Spin multiplicity: 1
Molecular weight, g mol⁻¹: 118.126
Highest occupied orbital energy, eV: -9.1
SMILES: C[C@H](F)/C=C\C=C/F
LUMO, Ha: 0.036
Electronic energy, Ha: -433.095428
Gap between HOMO and LUMO, eV: 10.073
Energy above the lowest of the compared OMol25 structures with the same formula, charge and spin, kcal per mole: 17.3

Last column: Löwdin charge in e.
Element x y z (Å)
C 0.25 0.09 -2.39  -0.05
C 0.05 0.32 -0.93  -0.46
F 1.29 0.49 -0.39  0.00
C -0.72 -0.75 -0.28  -0.05
C -0.66 -1.04 1.03  -0.07
C 0.16 -0.32 2.05  -0.09
C 0.34 0.96 2.28  -0.14
F -0.16 1.90 1.43  0.00
H 0.87 0.82 -2.89  0.08
H 0.74 -0.90 -2.48  0.10
H -0.69 -0.04 -2.94  0.09
H -0.45 1.28 -0.77  0.14
H -1.40 -1.31 -0.93  0.12
H -1.18 -1.92 1.36  0.10
H 0.53 -1.01 2.84  0.11
H 1.03 1.42 3.02  0.13